{"formula": "C9H8N3O2", "method": "ωB97M-V/def2-TZVPD", "total_charge": -1, "lumo_energy_ha": [0.10775, 0.10417], "relative_energy_kcal_mol": 40.0, "smiles": "CC/C(=C(/C#N)C(=O)[O-])n1ccnc1", "gap_ev": [7.386, 7.062], "elements": ["C", "C", "C", "C", "C", "N", "C", "O", "O", "N", "C", "C", "N", "C", "H", "H", "H", "H", "H", "H", "H", "H"], "positions_angstrom": [[-0.80, -1.55, 1.71], [-0.21, -1.59, 0.41], [0.21, -0.26, -0.24], [1.84, 0.16, -0.03], [2.19, 1.39, -0.35], [2.64, 2.44, -0.54], [2.82, -0.94, 0.37], [3.39, -0.73, 1.41], [2.62, -1.92, -0.34], [-0.72, 0.57, -0.71], [-0.56, 1.70, -1.49], [-1.71, 2.34, -1.62], [-2.72, 1.57, -1.02], [-2.10, 0.61, -0.42], [-1.76, -0.94, 1.84], [-0.13, -1.12, 2.49], [-0.87, -2.57, 2.10], [-0.83, -2.16, -0.19], [0.73, -2.19, 0.30], [0.39, 2.07, -1.80], [-2.03, 3.12, -2.25], [-2.40, 0.00, 0.37]], "lowdin_charge": [-0.13, -0.24, -0.02, 0.00, -0.32, 0.14, -0.79, 0.01, -0.03, -0.02, -0.08, -0.14, 0.06, -0.15, 0.08, 0.10, 0.08, 0.09, 0.11, 0.10, 0.08, 0.08]}

---

{"formula": "C9H8N3O2S", "method": "ωB97M-V/def2-TZVPD", "total_charge": -1, "lumo_energy_ha": 0.12235, "relative_energy_kcal_mol": 33.2, "smiles": "C=N/N=C(/O)O/C([S-])=N/c1ccccc1", "gap_ev": 7.239, "elements": ["C", "N", "N", "C", "O", "O", "C", "S", "N", "C", "C", "C", "C", "C", "C", "H", "H", "H", "H", "H", "H", "H", "H"], "positions_angstrom": [[-5.68, 0.45, -0.65], [-4.90, -0.50, -0.79], [-4.08, -1.04, 0.14], [-3.00, -0.56, 0.57], [-2.36, -1.30, 1.48], [-2.52, 0.64, 0.21], [-1.19, 1.09, 0.32], [-1.05, 2.75, 0.38], [-0.42, 0.11, 0.47], [0.95, 0.07, 0.41], [1.64, -0.73, 1.29], [2.99, -0.85, 1.19], [3.72, -0.28, 0.14], [3.09, 0.59, -0.68], [1.67, 0.75, -0.53], [-6.38, 0.51, -1.48], [-5.99, 1.03, 0.28], [-2.65, -2.33, 1.44], [1.06, -1.17, 2.09], [3.55, -1.55, 1.76], [4.79, -0.57, 0.15], [3.61, 1.16, -1.49], [1.25, 1.42, -1.22]], "lowdin_charge": [-0.10, -0.08, 0.05, -0.51, 0.04, -0.03, -0.96, 0.50, 0.08, -0.32, -0.04, -0.13, -0.16, -0.10, -0.04, 0.04, 0.09, 0.19, 0.11, 0.08, 0.10, 0.10, 0.08]}

---

{"formula": "C9H8N4", "method": "ωB97M-V/def2-TZVPD", "total_charge": 0, "lumo_energy_ha": -0.01760, "relative_energy_kcal_mol": 145.3, "gap_ev": 8.014, "elements": ["C", "C", "C", "C", "C", "C", "C", "C", "C", "H", "H", "H", "H", "H", "H", "H", "H", "N", "N", "N", "N"], "positions_angstrom": [[2.68, -0.67, 0.04], [3.05, 0.72, 0.17], [2.02, 1.62, -0.10], [0.41, 0.05, -0.20], [-1.05, -0.17, -0.10], [-1.83, 0.95, 0.09], [-3.21, 0.97, 0.01], [-3.71, -0.33, 0.12], [-2.96, -1.45, -0.04], [4.62, -1.32, 0.60], [3.07, -2.81, 0.20], [4.03, 1.27, 0.11], [2.43, 2.68, 0.20], [-1.46, 1.98, -0.21], [-3.78, 2.01, -0.22], [-4.85, -0.56, 0.20], [-3.25, -2.41, 0.07], [3.39, -1.67, -0.13], [0.74, 1.46, -0.34], [1.24, -0.92, -0.22], [-1.60, -1.42, -0.25]], "lowdin_charge": [-0.49, -0.06, -0.23, -0.29, -0.23, -0.07, -0.07, -0.12, -0.14, 0.30, 0.23, 0.10, 0.13, 0.12, 0.16, 0.13, 0.07, 0.06, 0.09, 0.17, 0.13]}

---

Question: Number 2 is which compound?
Answer: C9H8N3O2S